1.
ORCA calculation (ωB97M-V/def2-TZVPD) on a cluster of 6 separate species, C21H49BrN6O6 in total.

Output
- 2S+1 = 1
- gap between HOMO and LUMO (eV) = 9.372
- structure (SMILES) = NCCOCCCCBr.CNC(C)=O.CNC(C)=O.CNC(C)=O.CNC(C)=O.CNC(C)=O
- LUMO level (eV) = 0.568
- HOMO energy (eV) = -8.80

Cartesian coordinates (Å):
N (0.401, -0.498, -0.567)
C (1.249, -0.890, -1.696)
C (1.923, 0.241, -2.457)
O (3.341, 0.250, -2.304)
C (3.756, 0.858, -1.088)
C (4.607, -0.084, -0.278)
C (5.292, 0.558, 0.941)
C (4.595, 1.792, 1.456)
Br (4.999, 2.149, 3.317)
H (0.976, -0.395, 0.262)
H (0.009, 0.417, -0.755)
H (0.673, -1.472, -2.404)
H (2.023, -1.548, -1.316)
H (1.530, 1.188, -2.094)
H (1.712, 0.177, -3.518)
H (2.880, 1.173, -0.529)
H (4.324, 1.756, -1.330)
H (3.991, -0.915, 0.050)
H (5.359, -0.475, -0.952)
H (6.320, 0.806, 0.704)
H (5.334, -0.163, 1.746)
H (3.521, 1.702, 1.436)
H (4.898, 2.694, 0.946)
C (-2.635, -1.132, 1.318)
C (-3.475, -0.104, 0.594)
O (-3.014, 0.989, 0.283)
N (-4.772, -0.405, 0.348)
C (-5.508, -1.614, 0.706)
H (-1.643, -0.712, 1.440)
H (-3.063, -1.360, 2.296)
H (-2.565, -2.062, 0.755)
H (-5.272, 0.329, -0.129)
H (-5.910, -2.109, -0.179)
H (-6.324, -1.365, 1.384)
H (-4.846, -2.313, 1.199)
C (-5.323, 0.884, 3.700)
C (-6.230, -0.162, 4.314)
O (-7.000, -0.828, 3.642)
N (-6.153, -0.337, 5.661)
C (-5.305, 0.355, 6.610)
H (-5.496, 0.897, 2.629)
H (-5.530, 1.873, 4.110)
H (-4.273, 0.654, 3.884)
H (-6.779, -1.046, 6.010)
H (-4.640, -0.338, 7.127)
H (-5.896, 0.884, 7.359)
H (-4.693, 1.083, 6.089)
C (4.563, 2.999, -4.026)
C (5.331, 3.280, -5.298)
O (6.001, 4.286, -5.448)
N (5.239, 2.341, -6.279)
C (4.507, 1.090, -6.250)
H (4.732, 3.823, -3.340)
H (3.494, 2.912, -4.223)
H (4.899, 2.069, -3.567)
H (5.758, 2.573, -7.112)
H (5.174, 0.237, -6.386)
H (3.746, 1.056, -7.032)
H (4.013, 0.975, -5.291)
C (-0.465, 2.482, 1.854)
C (0.653, 2.841, 0.905)
O (0.590, 2.571, -0.287)
N (1.748, 3.468, 1.410)
C (2.012, 3.848, 2.785)
H (-1.252, 1.995, 1.283)
H (-0.109, 1.811, 2.639)
H (-0.869, 3.376, 2.332)
H (2.440, 3.702, 0.713)
H (2.129, 4.929, 2.881)
H (2.919, 3.371, 3.163)
H (1.181, 3.541, 3.410)
C (-1.582, -4.174, -1.462)
C (-2.788, -4.940, -0.975)
O (-3.640, -4.452, -0.250)
N (-2.905, -6.231, -1.391)
C (-2.013, -6.983, -2.248)
H (-1.605, -3.163, -1.067)
H (-0.657, -4.653, -1.137)
H (-1.573, -4.128, -2.551)
H (-3.729, -6.694, -1.040)
H (-2.521, -7.320, -3.154)
H (-1.613, -7.860, -1.736)
H (-1.178, -6.358, -2.545)

2.
ORCA calculation (ωB97M-V/def2-TZVPD) on a structure of composition C9H10O5Tl.

Output
- 2S+1 = 1
- gap between HOMO and LUMO (spin up / spin down) (eV) = 3.431 / 3.434
- net charge = +3
- LUMO level (spin up / spin down) (eV) = -15.332 / -15.331
- HOMO energy (spin up / spin down) (eV) = -18.76 / -18.77

Cartesian coordinates (Å):
Tl (0.000, 0.000, -0.429)
O (0.145, 3.108, 0.042)
C (0.092, 1.960, -0.148)
C (-0.095, -1.968, -0.309)
O (-0.151, -3.126, -0.225)
C (1.970, -0.093, -0.339)
O (3.130, -0.149, -0.282)
C (-1.969, 0.095, -0.382)
O (-3.130, 0.151, -0.352)
C (0.031, 0.653, -5.422)
H (-0.868, 1.295, -5.536)
H (0.990, 1.205, -5.516)
C (-0.031, -0.653, -5.477)
H (0.871, -1.284, -5.621)
H (-0.986, -1.195, -5.642)
C (1.075, -0.690, 3.698)
C (0.000, 0.000, 3.018)
C (-1.075, 0.690, 3.698)
O (0.000, -0.001, 1.822)
H (0.938, -0.603, 4.793)
H (2.073, -0.269, 3.454)
H (1.107, -1.774, 3.454)
H (-1.107, 1.773, 3.454)
H (-2.073, 0.269, 3.454)
H (-0.938, 0.603, 4.793)

3.
ORCA calculation (ωB97M-V/def2-TZVPD) on a structure of composition C22H31Br2IMgN4Si.

Output
- energy above the lowest of the compared OMol25 structures with the same formula, charge and spin (kcal per mole) = 10.44
- 2S+1 = 1
- gap between HOMO and LUMO (eV) = 7.734
- LUMO level (eV) = 0.311
- HOMO energy (eV) = -7.42

Cartesian coordinates (Å):
Mg (0.770, 0.430, -0.170)
Br (-1.216, 1.695, -0.487)
C (5.397, -1.465, -2.167)
C (4.875, -1.307, -0.754)
N (3.476, -0.925, -0.794)
C (2.629, -1.145, -1.820)
N (1.395, -0.686, -1.724)
C (0.463, -0.928, -2.827)
C (1.190, -1.004, -4.155)
C (2.237, -2.093, -4.046)
N (3.093, -1.840, -2.893)
C (4.443, -2.385, -2.909)
H (6.403, -1.882, -2.164)
H (5.425, -0.494, -2.666)
H (5.422, -0.536, -0.211)
H (4.996, -2.245, -0.203)
H (3.117, -0.345, -0.032)
H (-0.268, -0.119, -2.836)
H (-0.094, -1.857, -2.658)
H (1.679, -0.046, -4.353)
H (0.497, -1.213, -4.969)
H (2.869, -2.121, -4.935)
H (1.751, -3.070, -3.953)
H (4.743, -2.497, -3.951)
H (4.460, -3.381, -2.451)
Br (-5.902, -1.350, -3.651)
C (-5.203, -2.923, -2.864)
C (-5.720, -4.141, -3.284)
C (-5.234, -5.322, -2.750)
C (-4.232, -5.287, -1.792)
C (-3.723, -4.070, -1.368)
C (-4.201, -2.877, -1.899)
I (-3.365, -1.078, -1.211)
H (-6.506, -4.155, -4.026)
H (-5.642, -6.267, -3.082)
H (-3.846, -6.205, -1.370)
H (-2.952, -4.038, -0.611)
C (1.289, 3.565, 2.011)
Si (2.596, 2.482, 1.198)
C (2.686, 2.915, -0.645)
C (4.268, 2.971, 1.927)
N (2.136, 0.817, 1.215)
C (2.329, -0.137, 2.204)
C (3.198, 0.029, 3.298)
C (3.389, -0.978, 4.229)
C (2.731, -2.196, 4.117)
C (1.863, -2.383, 3.052)
C (1.666, -1.377, 2.122)
H (1.688, 4.555, 2.251)
H (0.928, 3.114, 2.938)
H (0.428, 3.695, 1.353)
H (2.757, 3.998, -0.767)
H (1.793, 2.601, -1.198)
H (3.559, 2.466, -1.126)
H (4.554, 3.941, 1.512)
H (5.062, 2.259, 1.691)
H (4.220, 3.080, 3.012)
H (3.725, 0.966, 3.411)
H (4.065, -0.805, 5.058)
H (2.887, -2.979, 4.847)
H (1.326, -3.317, 2.942)
H (0.970, -1.553, 1.301)

4.
ORCA calculation (ωB97M-V/def2-TZVPD) on a structure of composition C27H30N5O2PdS.

Output
- 2S+1 = 1
- gap between HOMO and LUMO (spin up / spin down) (eV) = 5.544 / 5.522
- net charge = -1
- LUMO level (spin up / spin down) (eV) = 2.441 / 2.280
- HOMO energy (spin up / spin down) (eV) = -3.10 / -3.24

Cartesian coordinates (Å):
Pd (0.707, -0.043, -1.044)
O (-1.464, -2.182, 3.578)
C (-2.455, -2.674, 2.824)
C (-3.619, -3.085, 3.477)
C (-4.687, -3.597, 2.768)
C (-4.612, -3.726, 1.386)
C (-3.461, -3.331, 0.731)
C (-2.371, -2.799, 1.417)
C (-1.198, -2.351, 0.605)
O (-1.216, -2.526, -0.619)
N (-0.183, -1.837, 1.338)
N (0.808, -1.122, 0.777)
C (1.860, -1.009, 1.528)
C (2.945, -0.131, 1.202)
C (4.074, -0.045, 2.038)
C (5.065, 0.865, 1.759)
C (4.926, 1.686, 0.640)
C (3.800, 1.521, -0.145)
N (2.844, 0.632, 0.094)
H (-0.734, -1.936, 2.920)
H (-3.657, -2.983, 4.555)
H (-5.589, -3.891, 3.294)
H (-5.449, -4.123, 0.825)
H (-3.376, -3.414, -0.345)
H (1.902, -1.577, 2.456)
H (4.139, -0.694, 2.903)
H (5.937, 0.951, 2.394)
H (5.669, 2.431, 0.394)
H (3.659, 2.135, -1.030)
C (0.118, 3.255, -1.057)
C (-1.198, 2.459, -1.089)
C (-1.738, 2.481, -2.533)
C (-0.981, 1.012, -0.692)
C (-2.190, 3.055, -0.097)
C (-1.831, 3.170, 1.248)
C (-2.691, 3.727, 2.180)
C (-3.953, 4.164, 1.800)
C (-4.340, 4.022, 0.477)
C (-3.470, 3.473, -0.456)
H (0.859, 2.715, -1.647)
H (0.499, 3.346, -0.040)
H (-0.015, 4.259, -1.473)
H (-0.988, 2.053, -3.193)
H (-1.959, 3.503, -2.859)
H (-2.640, 1.874, -2.620)
H (-1.941, 0.484, -0.626)
H (-0.866, 2.801, 1.572)
H (-2.380, 3.816, 3.214)
H (-4.625, 4.605, 2.525)
H (-5.328, 4.338, 0.164)
H (-3.808, 3.374, -1.478)
C (4.182, -0.561, -2.638)
N (3.099, -1.497, -2.626)
C (3.301, -2.806, -2.046)
C (1.933, -3.472, -2.235)
N (1.044, -2.365, -2.545)
C (1.744, -1.155, -2.582)
S (1.131, 0.261, -3.353)
H (4.958, -0.897, -3.334)
H (4.633, -0.446, -1.647)
H (3.795, 0.400, -2.974)
H (3.577, -2.731, -0.982)
H (4.098, -3.338, -2.571)
H (1.613, -4.013, -1.341)
H (1.957, -4.176, -3.075)
H (0.135, -2.334, -2.092)

5.
ORCA calculation (ωB97M-V/def2-TZVPD) on a structure of composition C44H60BLiO28.

Output
- energy above the lowest of the compared OMol25 structures with the same formula, charge and spin (kcal per mole) = 84.24
- 2S+1 = 1
- gap between HOMO and LUMO (eV) = 8.519
- LUMO level (eV) = -0.546
- HOMO energy (eV) = -9.06

Cartesian coordinates (Å):
Li (10.255, 6.551, -0.076)
O (13.672, 1.761, -4.575)
C (12.944, 2.697, -4.767)
O (12.048, 3.113, -4.034)
B (11.379, 4.347, -4.554)
O (12.145, 4.631, -5.782)
C (13.037, 3.701, -6.011)
O (13.803, 3.691, -6.946)
O (11.719, 5.355, -3.544)
C (10.604, 6.018, -3.209)
O (10.469, 7.004, -2.478)
C (9.385, 5.329, -3.873)
O (9.878, 4.328, -4.705)
O (8.219, 5.521, -3.698)
O (15.767, 9.674, -8.382)
C (16.055, 8.498, -8.254)
O (16.059, 7.958, -7.054)
C (16.204, 6.522, -7.123)
C (16.930, 6.352, -8.396)
C (16.476, 7.497, -9.311)
H (15.245, 6.019, -7.245)
H (16.884, 6.200, -6.335)
H (16.526, 5.437, -8.828)
H (18.001, 6.322, -8.196)
H (15.584, 7.405, -9.931)
H (17.307, 7.875, -9.907)
O (12.866, -1.462, -8.257)
C (13.292, -0.722, -9.121)
O (13.790, -1.173, -10.174)
C (14.390, -0.218, -11.086)
C (14.147, 1.091, -10.365)
C (13.301, 0.801, -9.183)
H (13.975, -0.239, -12.094)
H (15.419, -0.531, -11.259)
H (13.547, 1.742, -11.000)
H (15.172, 1.441, -10.241)
H (12.330, 1.240, -9.414)
H (13.539, 1.216, -8.203)
O (10.670, 9.017, -7.419)
C (11.701, 9.125, -6.728)
O (12.129, 10.352, -6.206)
C (13.174, 10.105, -5.342)
C (13.099, 8.579, -5.056)
C (12.597, 7.977, -6.357)
H (13.046, 10.632, -4.397)
H (14.123, 10.315, -5.836)
H (12.358, 8.415, -4.273)
H (14.071, 8.140, -4.833)
H (12.185, 6.976, -6.231)
H (13.323, 7.927, -7.169)
O (8.536, 7.049, -8.485)
C (9.155, 6.081, -8.741)
O (10.287, 6.174, -9.323)
C (11.104, 5.091, -9.107)
C (10.065, 3.933, -8.950)
C (9.004, 4.638, -8.183)
H (11.755, 5.206, -8.240)
H (11.836, 4.983, -9.907)
H (10.529, 3.152, -8.348)
H (9.725, 3.536, -9.906)
H (9.223, 4.627, -7.116)
H (8.054, 4.138, -8.372)
O (15.206, -0.312, 0.573)
C (14.779, -0.881, -0.432)
O (13.917, -1.927, -0.516)
C (13.369, -2.064, -1.872)
C (13.880, -0.799, -2.581)
C (15.109, -0.401, -1.797)
H (12.288, -2.088, -1.730)
H (13.803, -2.946, -2.343)
H (13.087, -0.052, -2.621)
H (14.085, -0.816, -3.652)
H (15.255, 0.678, -1.845)
H (16.015, -0.906, -2.133)
O (17.884, 2.093, -2.763)
C (17.505, 2.086, -3.904)
O (17.149, 3.233, -4.476)
C (16.972, 3.044, -5.906)
C (16.753, 1.575, -6.107)
C (17.358, 0.918, -4.845)
H (17.805, 3.482, -6.456)
H (16.041, 3.576, -6.098)
H (17.263, 1.327, -7.038)
H (15.685, 1.358, -6.140)
H (18.342, 0.497, -5.049)
H (16.668, 0.135, -4.529)
O (8.193, 9.052, -6.323)
C (7.835, 9.367, -5.157)
O (6.562, 9.487, -4.657)
C (6.600, 10.058, -3.339)
C (8.028, 9.625, -2.820)
C (8.931, 9.655, -4.067)
H (5.846, 9.686, -2.645)
H (6.574, 11.145, -3.423)
H (8.089, 8.636, -2.366)
H (8.455, 10.320, -2.097)
H (9.849, 9.077, -4.161)
H (9.275, 10.689, -4.114)
O (10.521, 8.818, 0.012)
C (11.531, 9.519, -0.232)
O (12.464, 9.871, 0.666)
C (13.688, 10.299, 0.030)
C (13.452, 10.191, -1.434)
C (11.936, 10.135, -1.584)
H (14.411, 9.505, 0.220)
H (14.025, 11.270, 0.391)
H (13.944, 9.264, -1.729)
H (13.790, 11.051, -2.014)
H (11.634, 9.502, -2.418)
H (11.478, 11.123, -1.628)
O (10.440, 4.649, -0.467)
C (10.913, 3.698, 0.163)
O (10.971, 3.730, 1.500)
C (11.475, 2.507, 2.078)
C (12.070, 1.764, 0.823)
C (11.439, 2.397, -0.390)
H (10.581, 2.020, 2.469)
H (12.218, 2.500, 2.876)
H (12.028, 0.675, 0.814)
H (13.110, 2.085, 0.767)
H (10.631, 1.736, -0.702)
H (12.022, 2.594, -1.289)
O (8.346, 0.304, 0.386)
C (7.855, 0.681, -0.657)
O (8.257, 0.225, -1.821)
C (7.680, 1.007, -2.918)
C (6.991, 2.244, -2.196)
C (6.858, 1.830, -0.738)
H (7.005, 0.334, -3.447)
H (8.456, 1.465, -3.531)
H (6.055, 2.603, -2.624)
H (7.658, 3.098, -2.084)
H (5.869, 1.448, -0.485)
H (7.089, 2.666, -0.079)

6.
ORCA calculation (ωB97M-V/def2-TZVPD) on a structure of composition C35H72F3IN3O7S6.

Output
- 2S+1 = 1
- gap between HOMO and LUMO (eV) = 6.771
- net charge = +1
- LUMO level (eV) = -2.469
- HOMO energy (eV) = -9.24

Cartesian coordinates (Å):
C (-5.374, -0.331, -4.674)
C (-5.518, 0.760, -3.623)
C (-5.166, 0.301, -2.205)
C (-5.485, 1.469, -1.263)
N (-3.737, -0.148, -2.143)
C (-3.582, -1.592, -1.889)
O (-3.673, -2.324, -3.071)
C (-2.410, -2.848, -3.388)
C (-1.439, -1.948, -3.819)
C (-0.151, -2.377, -4.138)
C (0.853, -1.372, -4.640)
C (0.142, -3.726, -3.983)
C (-0.847, -4.606, -3.552)
C (-2.152, -4.202, -3.248)
C (-3.150, -5.265, -2.846)
C (-4.076, -5.552, -4.072)
C (-4.031, -4.963, -1.635)
C (-2.915, 0.585, -1.301)
N (-2.306, 1.689, -1.809)
C (-0.831, 1.583, -2.008)
C (-0.070, 2.891, -1.689)
C (-0.946, 4.054, -1.234)
I (1.370, 2.545, -0.096)
N (-2.712, 0.264, -0.057)
C (-1.836, 1.003, 0.829)
C (-2.445, 1.341, 2.209)
C (-1.696, 0.560, 3.222)
F (-0.450, 0.982, 3.444)
C (-2.168, -0.507, 3.846)
F (-3.454, -0.716, 3.985)
F (-1.428, -1.446, 4.366)
H (-4.337, -0.599, -4.829)
H (-5.822, -0.019, -5.611)
H (-5.909, -1.223, -4.351)
H (-4.844, 1.578, -3.880)
H (-6.532, 1.145, -3.592)
H (-5.849, -0.500, -1.926)
H (-5.358, 1.221, -0.213)
H (-4.968, 2.382, -1.544)
H (-6.542, 1.676, -1.395)
H (-4.376, -1.941, -1.220)
H (-2.635, -1.814, -1.401)
H (-1.691, -0.902, -3.922)
H (0.643, -1.156, -5.685)
H (1.870, -1.743, -4.580)
H (0.739, -0.443, -4.090)
H (1.122, -4.113, -4.221)
H (-0.607, -5.654, -3.451)
H (-2.569, -6.163, -2.671)
H (-3.687, -5.040, -4.947)
H (-4.154, -6.614, -4.270)
H (-5.053, -5.121, -3.880)
H (-3.557, -5.145, -0.676)
H (-4.446, -3.966, -1.634)
H (-4.875, -5.648, -1.698)
H (-2.752, 1.873, -2.699)
H (-0.590, 1.275, -3.021)
H (-0.466, 0.808, -1.345)
H (0.519, 3.229, -2.532)
H (-0.409, 4.967, -1.480)
H (-1.069, 4.086, -0.160)
H (-1.901, 4.111, -1.743)
H (-3.166, -0.553, 0.327)
H (-0.948, 0.407, 1.016)
H (-1.517, 1.928, 0.374)
H (-3.518, 1.197, 2.270)
H (-2.250, 2.398, 2.373)
C (4.906, 0.116, 4.862)
S (3.620, 0.419, 3.654)
O (4.053, 1.571, 2.813)
C (2.395, 1.040, 4.816)
H (5.786, -0.246, 4.337)
H (5.144, 1.044, 5.383)
H (4.573, -0.644, 5.568)
H (2.785, 1.908, 5.347)
H (2.132, 0.249, 5.519)
H (1.522, 1.322, 4.241)
C (0.858, -3.106, 0.055)
S (-0.321, -3.985, 1.064)
O (-1.625, -4.064, 0.335)
C (-0.472, -2.675, 2.280)
H (1.097, -3.708, -0.820)
H (0.431, -2.152, -0.264)
H (1.745, -2.949, 0.680)
H (-0.812, -1.763, 1.786)
H (0.497, -2.510, 2.753)
H (-1.199, -2.989, 3.026)
C (-0.993, 6.645, 2.605)
S (-2.075, 5.294, 2.134)
O (-2.720, 5.667, 0.848)
C (-3.288, 5.558, 3.431)
H (-0.176, 6.685, 1.888)
H (-1.552, 7.580, 2.582)
H (-0.596, 6.460, 3.603)
H (-3.691, 6.568, 3.352)
H (-2.818, 5.410, 4.403)
H (-4.088, 4.833, 3.298)
C (8.605, -3.238, 4.614)
S (6.840, -3.014, 4.373)
O (6.242, -2.750, 5.707)
C (6.483, -4.725, 3.960)
H (9.024, -2.283, 4.922)
H (8.775, -3.983, 5.391)
H (9.061, -3.553, 3.676)
H (6.795, -5.371, 4.780)
H (7.007, -4.993, 3.042)
H (5.409, -4.816, 3.808)
C (4.179, 5.668, -4.042)
S (3.097, 4.951, -2.803)
O (1.712, 4.962, -3.361)
C (3.206, 6.315, -1.643)
H (4.219, 4.986, -4.888)
H (3.782, 6.631, -4.363)
H (5.177, 5.787, -3.621)
H (2.875, 7.234, -2.127)
H (4.235, 6.413, -1.298)
H (2.559, 6.087, -0.798)
C (5.889, -2.171, 1.879)
S (4.331, -1.611, 2.572)
O (3.249, -2.278, 1.784)
C (4.445, 0.078, 1.988)
H (5.993, -3.231, 2.100)
H (5.886, -2.018, 0.800)
H (6.706, -1.618, 2.342)
H (4.539, 0.084, 0.902)
H (5.306, 0.560, 2.452)
H (3.537, 0.594, 2.286)